<a>
# C9H14

2 unconnected molecules or ions with the total composition C9H14 (ωB97M-V/def2-TZVPD, OMol25).

Cartesian coordinates (Å):
C 0.33809 3.01899 -0.39072
C -1.05310 3.54860 -0.79078
H 0.43634 3.07401 0.69109
H 0.46442 1.94772 -0.62364
H 1.26378 3.32469 -0.89431
H -1.08942 4.03073 -1.76720
H -1.45240 4.17300 0.00172
H -1.66939 2.66699 -0.94636
C 1.59079 -0.77370 1.72569
C -1.14870 -2.58770 -1.02698
C -1.47847 -2.56333 0.31036
C 0.05020 -2.04691 -1.47356
C -0.61880 -1.94392 1.21991
C 0.90824 -1.43507 -0.55607
C 0.54927 -1.33798 0.78332
H -1.78408 -3.04487 -1.78269
H -2.33405 -3.04621 0.76607
H 0.36789 -2.03546 -2.49072
H -0.82360 -1.90436 2.28369
H 1.88079 -1.16958 -0.94837
H 1.86426 -1.52418 2.47196
H 1.27715 0.10952 2.28502
H 2.46079 -0.48097 1.15257

The calculation puts the frontier orbital gap at 0.370 hartree. The HOMO energy comes out at -9.10 eV. As for the structure (SMILES): Cc1ccccc1.CC.

Results of the Löwdin charge analysis, in e, for atoms 1 through 2:
1. C -0.17
2. C -0.16

<b>
# C9H14

2 unconnected molecules or ions with the total composition C9H14 (ωB97M-V/def2-TZVPD, OMol25).

Cartesian coordinates (Å):
C -0.16358 -2.35485 -0.06863
C -0.54333 -1.20495 0.83001
C -1.88500 -0.98720 1.12542
C 0.42343 -0.45552 1.48204
C -2.20682 0.12001 1.89448
C 0.09548 0.63611 2.27232
C -1.24492 0.93927 2.46287
H -0.41901 -2.13890 -1.10307
H -0.64370 -3.27924 0.25239
H -2.71030 -1.53946 0.70430
H 1.45082 -0.80577 1.54769
H -3.24264 0.32977 2.13214
H 0.83817 1.25406 2.76468
H -1.63456 1.80710 2.98075
H 0.91145 -2.58242 -0.08538
C 1.92832 0.81323 -2.17066
C 0.84871 1.78672 -2.67021
H 2.03263 0.01326 -2.89879
H 2.84963 1.36893 -1.99119
H 1.69997 0.43341 -1.16467
H 0.94128 1.89438 -3.74431
H -0.12868 1.29850 -2.52695
H 0.80262 2.65357 -2.02524

The calculation puts the frontier orbital gap at 0.371 hartree. The HOMO energy comes out at -9.08 eV. As for the structure (SMILES): Cc1ccccc1.CC.

Results of the Löwdin charge analysis, in e, for atoms 1 through 2:
1. C -0.06
2. C -0.29

<c>
# C9H14

2 unconnected molecules or ions with the total composition C9H14 (ωB97M-V/def2-TZVPD, OMol25).

Cartesian coordinates (Å):
C -2.73019 0.36472 -1.70374
C -2.86920 1.70202 -2.42782
H -2.58127 0.51233 -0.63560
H -3.65087 -0.21443 -1.81093
H -1.91079 -0.22858 -2.09077
H -3.14413 1.56060 -3.47619
H -1.93266 2.25453 -2.40125
H -3.63727 2.31070 -1.95206
C 1.70352 -2.76614 1.05405
C 0.18127 0.71581 1.01737
C 0.32032 -0.67053 1.00145
C 1.29952 1.50474 1.15256
C 1.56459 -1.26416 1.08201
C 2.56870 0.91823 1.24188
C 2.69242 -0.45613 1.19925
H -0.80222 1.16214 0.94303
H -0.55067 -1.30276 0.91470
H 1.22989 2.57976 1.15473
H 3.41733 1.58717 1.32832
H 1.26670 -3.17307 1.96520
H 2.74961 -3.04489 0.97457
H 3.67748 -0.89063 1.25636
H 1.13792 -3.16142 0.21289

The calculation puts the frontier orbital gap at 0.370 hartree. The HOMO energy comes out at -9.03 eV. As for the structure (SMILES): Cc1ccccc1.CC.

Results of the Löwdin charge analysis, in e, for atoms 1 through 2:
1. C -0.17
2. C -0.17

<d>
# C9H14

2 unconnected molecules or ions with the total composition C9H14 (ωB97M-V/def2-TZVPD, OMol25).

Cartesian coordinates (Å):
C -0.09321 2.02286 -2.47338
C -1.16005 -0.05272 0.48910
C -0.72601 0.30727 -0.77323
C -1.03326 0.94440 1.51391
C -0.38042 1.60854 -1.06273
C -0.62960 2.22182 1.28574
C -0.23561 2.54087 0.01461
H -1.54083 -1.05147 0.67983
H -0.58999 -0.45477 -1.57252
H -1.45039 0.65065 2.48463
H -0.78755 3.12620 1.98071
H -0.76860 1.25451 -3.10438
H 0.80563 1.46493 -2.88772
H -0.00831 3.53896 -0.27517
H -0.02723 3.17396 -2.52147
C 0.82496 -3.38833 0.66347
C 1.26233 -1.93666 0.92309
H 0.69110 -3.43791 -0.49365
H 1.57846 -3.99819 0.85416
H -0.09389 -3.74825 1.23168
H 1.84416 -1.54702 0.02582
H 2.06972 -1.90996 1.72958
H 0.44858 -1.32970 1.28792

The calculation puts the frontier orbital gap at 0.355 hartree. The HOMO energy comes out at -8.68 eV. As for the structure (SMILES): Cc1ccccc1.CC.

Results of the Löwdin charge analysis, in e, for atoms 1 through 2:
1. C -0.08
2. C -0.10

Most stable of them? <c>.